# C3H4NO

2 unconnected molecules or ions with the total composition C3H4NO at a distorted geometry (ωB97M-V/def2-TZVPD, the OMol25 dataset).

XYZ file:
```
9
Properties=species:S:1:pos:R:3:forces:R:3:lowdin_charge:R:1
H -1.672229 1.643610 -1.398722 1.5 -0.9 -0.8 0.023
C 0.080226 0.747062 -0.704380 3.4 -1.9 2.0 -0.485
H 0.446184 -1.161322 1.765623 -0.2 -0.6 0.1 -0.081
N 1.438607 0.303865 -0.440546 -2.9 0.0 1.1 -0.011
H -0.420597 -2.353361 2.444671 0.1 0.3 -0.2 -0.013
C 0.567905 0.070104 0.559619 0.7 1.6 -3.0 -0.108
H -0.290276 1.591782 -2.726872 0.0 -0.6 1.5 0.018
O 0.469821 -2.086823 2.195031 0.2 -0.1 0.3 -0.196
C -0.619641 1.245084 -1.694426 -2.8 2.2 -1.0 -0.147
```
Positions in Å, forces in eV/Å.

As for the charge: -1. The value obtained for the total energy is -6710.787 eV. Its largest force on an atom is 0.0853 hartree/bohr. The energy above the lowest of the compared OMol25 structures with the same formula, charge and spin comes out at 0.0 kJ/mol. The value obtained for the HOMO-LUMO gap is 7.944 eV. For the molecular weight, the calculation gives 70.071 g/mol. The HOMO energy comes out at -3.46 eV.

# C3H4NO

A gas-phase ion, C3H4NO (charge +1) at a distorted geometry (ωB97M-V/def2-TZVPD, the OMol25 dataset).

XYZ file:
```
9
Properties=species:S:1:pos:R:3:forces:R:3:lowdin_charge:R:1
H 0.803917 -1.708915 0.485701 0.3 0.2 -0.7 0.135
H 2.113921 -0.963599 -0.517757 0.0 -0.1 0.5 0.122
H 0.723876 -1.495321 -1.399517 -0.3 2.0 2.3 0.201
C -1.491767 1.234162 0.359203 -0.1 0.8 0.8 -0.190
H -1.941001 0.857820 1.246642 -1.3 -0.3 0.5 0.158
C 1.025392 -0.995829 -0.343778 1.5 -2.5 -1.3 0.019
C 0.610579 0.243062 0.177841 -2.5 1.3 -0.2 0.042
O -1.797604 1.723186 -0.631072 -1.3 0.5 -1.4 0.249
N -0.047314 1.105435 0.622736 3.5 -1.7 -0.6 0.264
```
Positions in Å, forces in eV/Å.

As for the charge: +1. The value obtained for the total energy is -6703.202 eV. Its largest force on an atom is 0.0774 hartree/bohr. The energy above the lowest of the compared OMol25 structures with the same formula, charge and spin comes out at 141.6 kJ/mol. The value obtained for the HOMO-LUMO gap is 10.803 eV. As for the SMILES: CC#[N+]C=O. For the molecular weight, the calculation gives 70.071 g/mol. The HOMO energy comes out at -17.21 eV.

# C3H4NO

2 unconnected molecules or ions with the total composition C3H4NO at a distorted geometry (ωB97M-V/def2-TZVPD, the OMol25 dataset).

XYZ file:
```
9
Properties=species:S:1:pos:R:3:forces:R:3:lowdin_charge:R:1
C -1.357615 0.589166 -0.026718 -3.7 3.1 -2.1 -0.123
C 0.735304 0.188025 0.163199 2.2 1.3 1.8 -0.136
H 0.280448 -2.039579 0.088163 0.9 -2.6 0.1 0.145
H -2.952101 1.101348 -0.538041 4.5 -1.3 1.7 0.360
O -1.242059 -0.799062 -0.007844 1.1 -1.3 -0.1 0.122
C 0.023487 -1.054078 0.060195 -1.9 2.0 0.4 0.096
H 1.597026 0.417491 -0.511600 -0.3 -0.7 0.6 0.186
H 1.094583 0.408536 1.301891 -0.2 -1.1 -2.2 0.255
N -0.244006 1.185582 0.020747 -2.5 0.7 -0.2 0.096
```
Positions in Å, forces in eV/Å.

As for the charge: +1. The value obtained for the total energy is -6700.657 eV. Its largest force on an atom is 0.1024 hartree/bohr. The energy above the lowest of the compared OMol25 structures with the same formula, charge and spin comes out at 387.2 kJ/mol. The value obtained for the HOMO-LUMO gap is 10.041 eV. For the molecular weight, the calculation gives 70.071 g/mol. The HOMO energy comes out at -16.87 eV.

# C3H4NO

A gas-phase ion, C3H4NO (charge +1) at a distorted geometry (ωB97M-V/def2-TZVPD, the OMol25 dataset).

XYZ file:
```
9
Properties=species:S:1:pos:R:3:forces:R:3:lowdin_charge:R:1
H 0.336950 2.340927 -0.047606 1.5 2.0 -0.2 0.085
C 0.011874 -0.868078 0.017574 1.4 -4.5 1.8 -0.097
H 1.977864 0.269346 -0.206925 -1.6 -0.8 0.6 0.219
C -1.250086 -0.158781 0.057121 -1.4 4.8 1.2 -0.094
C 0.215371 1.319260 0.006053 -3.3 -3.8 0.4 0.202
O -2.375584 0.091603 0.117717 1.6 -1.8 -0.3 0.292
N 0.929309 0.245909 0.004887 1.8 1.8 -1.4 0.028
H 0.257045 -1.679202 0.865712 -0.9 2.0 -1.3 0.213
H -0.102744 -1.560988 -0.814534 0.9 0.3 -0.9 0.154
```
Positions in Å, forces in eV/Å.

As for the charge: +1. The value obtained for the total energy is -6702.120 eV. Its largest force on an atom is 0.1005 hartree/bohr. The energy above the lowest of the compared OMol25 structures with the same formula, charge and spin comes out at 246.1 kJ/mol. The value obtained for the HOMO-LUMO gap is 9.489 eV. For the molecular weight, the calculation gives 70.071 g/mol. The HOMO energy comes out at -14.84 eV.

# C3H4NO2

2 unconnected molecules or ions with the total composition C3H4NO2 at a distorted geometry (ωB97M-V/def2-TZVPD, the OMol25 dataset).

XYZ file:
```
10
Properties=species:S:1:pos:R:3:forces:R:3:lowdin_charge:R:1
H 0.346024 -1.186655 0.876860 0.0 -0.1 0.1 0.023
C 0.989339 -0.764091 0.117086 -0.9 -0.5 -0.5 -0.234
H 0.624460 -0.739276 -0.914352 0.3 0.0 -0.1 0.047
H -1.922495 -0.702441 -0.026063 0.2 -0.2 0.0 0.030
O -0.048383 1.997061 0.049632 -0.7 -1.3 -0.1 0.091
H -2.776399 0.926843 -0.088236 0.1 0.3 0.0 0.038
C -1.855185 0.366718 -0.051692 -0.5 -1.1 0.0 -0.052
N 2.240720 -0.638792 0.446490 1.2 0.4 0.2 -0.278
O 3.123090 -0.282394 -0.422903 -0.9 -0.2 0.2 -0.296
C -0.721171 1.023027 0.013174 1.2 2.7 0.2 -0.369
```
Positions in Å, forces in eV/Å.

As for the charge: -1. The value obtained for the total energy is -8757.928 eV. Its largest force on an atom is 0.0578 hartree/bohr. The energy above the lowest of the compared OMol25 structures with the same formula, charge and spin comes out at 432.6 kJ/mol. The value obtained for the HOMO-LUMO gap is 6.455 eV. For the molecular weight, the calculation gives 86.070 g/mol. The HOMO energy comes out at -2.64 eV.

# C3H4NO2

2 unconnected molecules or ions with the total composition C3H4NO2 at a distorted geometry (ωB97M-V/def2-TZVPD, the OMol25 dataset).

XYZ file:
```
10
Properties=species:S:1:pos:R:3:forces:R:3:lowdin_charge:R:1
H 1.682252 0.983130 -0.245276 -1.3 0.7 -1.0 0.200
H 0.039292 -0.924387 -1.841170 0.4 -0.3 -1.5 0.166
H -1.393380 1.441969 -0.934486 0.6 0.4 -0.2 0.185
C 0.239182 -0.273158 -1.042704 -1.2 0.6 0.5 -0.134
O -0.833065 0.550679 0.870835 -0.1 0.1 0.2 0.156
N 0.868419 0.977635 -0.927094 0.1 -0.9 1.3 0.206
C -0.370343 -0.593832 1.060893 1.0 -1.0 0.1 -0.053
O 0.277112 -1.199895 0.136971 -0.5 0.8 1.2 0.133
C -0.528529 0.909414 -0.554883 1.1 -0.7 -0.1 -0.068
H 0.019061 -1.871556 3.476914 -0.1 0.3 -0.5 0.208
```
Positions in Å, forces in eV/Å.

As for the charge: +1. The value obtained for the total energy is -8745.705 eV. Its largest force on an atom is 0.0342 hartree/bohr. The energy above the lowest of the compared OMol25 structures with the same formula, charge and spin comes out at 702.7 kJ/mol. The value obtained for the HOMO-LUMO gap (alpha / beta) is 7.307 / 11.333 eV. For the molecular weight, the calculation gives 86.070 g/mol. The HOMO energy (alpha / beta) comes out at -15.45 / -16.25 eV.

# C3H4NO2

2 unconnected molecules or ions with the total composition C3H4NO2 at a distorted geometry (ωB97M-V/def2-TZVPD, the OMol25 dataset).

XYZ file:
```
10
Properties=species:S:1:pos:R:3:forces:R:3:lowdin_charge:R:1
O -0.050907 2.151655 3.104293 -0.3 1.0 1.0 0.278
N 1.630944 -0.456455 -1.139269 4.7 0.9 -0.1 0.407
C 0.556061 -0.684314 -0.957301 -0.9 -1.2 0.0 -0.096
H -1.044521 -0.843948 0.202817 -0.1 0.6 -0.5 0.123
H 2.636862 -0.246673 -1.107855 -0.9 -0.2 -0.2 0.193
O -0.394856 0.935459 1.208344 -0.7 -1.0 -2.1 0.179
H -1.187528 -1.746892 -1.188014 -0.7 -1.7 -1.6 0.103
H -1.044092 0.145524 -1.391631 -1.1 -1.3 0.5 0.174
C -0.803421 -0.839689 -0.878361 -1.1 2.5 1.6 0.032
C -0.298541 1.585333 2.146976 1.1 0.3 1.3 -0.394
```
Positions in Å, forces in eV/Å.

As for the charge: +1. The value obtained for the total energy is -8752.899 eV. Its largest force on an atom is 0.0936 hartree/bohr. The energy above the lowest of the compared OMol25 structures with the same formula, charge and spin comes out at 8.6 kJ/mol. The value obtained for the HOMO-LUMO gap is 12.862 eV. For the molecular weight, the calculation gives 86.070 g/mol. The HOMO energy comes out at -16.79 eV.

# C3H4NO2

A gas-phase ion, C3H4NO2 (charge +1) at a distorted geometry (ωB97M-V/def2-TZVPD, the OMol25 dataset).

XYZ file:
```
10
Properties=species:S:1:pos:R:3:forces:R:3:lowdin_charge:R:1
O -1.525811 3.679482 -1.516550 0.1 0.2 0.4 0.317
O -0.360549 -0.950588 -1.388614 -0.1 0.3 -0.2 0.160
C -1.169866 2.641076 -1.236789 0.5 -1.8 0.6 -0.081
H -1.141298 1.019522 -2.258540 0.1 0.3 0.4 0.165
H 0.414346 -1.537606 0.752371 -0.1 -0.1 -0.3 0.139
H 1.170870 -0.045294 0.996434 -0.1 -0.4 0.0 0.145
C -0.382454 0.032839 -0.746764 0.3 -1.0 0.2 -0.248
N 0.282538 -0.532596 0.825497 -0.5 2.8 -0.1 0.237
C -0.856885 1.317317 -1.223150 -0.2 -0.2 -0.9 0.021
H -0.344669 -0.289772 1.600498 0.2 -0.3 -0.1 0.144
```
Positions in Å, forces in eV/Å.

As for the charge: +1. The value obtained for the total energy is -8751.310 eV. Its largest force on an atom is 0.0556 hartree/bohr. The energy above the lowest of the compared OMol25 structures with the same formula, charge and spin comes out at 161.9 kJ/mol. The value obtained for the HOMO-LUMO gap is 10.454 eV. As for the SMILES: [NH3+]C(=O)C=C=O. For the molecular weight, the calculation gives 86.070 g/mol. The HOMO energy comes out at -14.95 eV.

# C3H4NO3

2 unconnected molecules or ions with the total composition C3H4NO3 at a distorted geometry (ωB97M-V/def2-TZVPD, the OMol25 dataset).

XYZ file:
```
11
Properties=species:S:1:pos:R:3:forces:R:3:lowdin_charge:R:1
N 1.265723 -0.612244 -1.055414 -0.5 0.4 -1.3 -0.076
O -2.400127 -0.454455 1.185018 0.8 -0.2 -1.3 0.008
O -2.049054 -1.880129 -0.578868 0.4 0.5 -0.1 0.029
H 0.917748 -1.454648 -1.567707 -0.3 0.8 0.8 0.075
C 0.311414 -0.095983 -0.039555 0.0 -1.2 -0.4 -0.354
H 0.258473 1.559638 1.371946 0.2 -0.1 -1.0 0.071
O 1.414760 -0.995264 0.297948 -0.3 0.1 1.5 -0.193
H -0.044349 1.872371 -0.345828 -1.2 1.7 -1.3 0.016
H 1.657714 1.683568 0.203660 -0.8 -0.3 -0.1 0.066
C 0.582322 1.379372 0.308931 1.4 -2.0 2.1 -0.118
C -1.914623 -1.002226 0.219870 0.3 0.2 1.3 -0.524
```
Positions in Å, forces in eV/Å.

As for the charge: -1. The value obtained for the total energy is -10805.983 eV. Its largest force on an atom is 0.0621 hartree/bohr. The energy above the lowest of the compared OMol25 structures with the same formula, charge and spin comes out at 502.2 kJ/mol. The value obtained for the HOMO-LUMO gap is 7.375 eV. For the molecular weight, the calculation gives 102.069 g/mol. The HOMO energy comes out at -3.14 eV.

# C3H4NO3

2 unconnected molecules or ions with the total composition C3H4NO3 at a distorted geometry (ωB97M-V/def2-TZVPD, the OMol25 dataset).

XYZ file:
```
11
Properties=species:S:1:pos:R:3:forces:R:3:lowdin_charge:R:1
O 0.600572 -0.220942 0.014609 -5.7 3.8 -2.8 0.027
C 2.947839 -0.183979 0.261517 1.3 1.4 -0.3 -0.126
O -1.268866 -2.087726 -0.056318 0.1 -2.2 0.2 0.376
O 3.695894 -0.405187 -0.616489 -0.4 -0.3 0.7 0.252
C -1.482788 -1.000654 -0.144212 -0.5 3.5 -0.5 -0.192
H -3.047514 0.296512 -0.369541 2.2 -0.5 0.4 0.221
N -1.980735 0.193077 -0.237040 -2.4 -0.6 -0.3 0.254
H 3.078907 0.528592 1.115758 0.5 0.0 -0.5 0.180
C 1.537422 -0.745067 0.488990 4.0 -4.3 3.0 -0.299
H 1.605809 -1.736386 0.933921 0.2 -0.4 -0.1 0.152
H -1.458845 1.040960 -0.425415 0.6 -0.4 0.2 0.155
```
Positions in Å, forces in eV/Å.

As for the charge: +1. The value obtained for the total energy is -10795.321 eV. Its expectation value of S² is 2.01. As for the spin multiplicity: 3. Its largest force on an atom is 0.1438 hartree/bohr. The energy above the lowest of the compared OMol25 structures with the same formula, charge and spin comes out at 0.0 kJ/mol. The value obtained for the HOMO-LUMO gap (alpha / beta) is 6.118 / 8.096 eV. For the molecular weight, the calculation gives 102.069 g/mol. The HOMO energy (alpha / beta) comes out at -10.74 / -15.42 eV.